Computed, not measured: a structure of composition C35H45MoN3O4S, with wB97M-V/def2-TZVPD.

Structure (XYZ):
```
89
Properties=species:S:1:pos:R:3:mulliken_charge:R:1
H 0.56 5.97 -0.65 0.41
C -0.60 1.11 3.21 -1.49
H -2.62 2.32 4.63 0.40
H 0.08 5.00 3.47 0.47
C 5.27 -1.54 1.35 -0.49
H -0.82 5.76 -2.41 0.36
H -1.33 0.58 2.60 0.00
C 5.26 -3.98 1.59 -0.41
O 3.53 -1.80 -1.05 -0.37
H 4.91 -4.95 1.27 0.41
C -1.68 -3.04 -0.26 -0.46
H 7.61 -1.54 4.61 0.39
C -2.31 -1.94 -0.87 0.06
C 1.10 0.02 -3.15 -0.43
C -2.88 0.28 0.02 -1.36
C -0.01 4.72 2.42 -1.07
C 4.82 -2.81 0.96 0.63
O -0.18 0.31 -5.21 -0.50
H 1.36 -1.02 -3.35 0.35
H -0.34 2.99 4.14 0.69
H -0.58 -3.95 1.27 0.75
H 0.85 3.36 -3.49 0.39
C -5.43 -0.86 -2.32 -1.64
H 7.52 -3.30 4.86 0.40
H 0.78 6.58 1.72 0.41
C 0.26 5.26 0.12 -0.78
C 6.64 -2.62 3.03 0.85
C -0.62 3.12 0.76 0.25
C 0.76 -3.01 -0.06 -0.63
H 1.96 0.65 -3.40 0.36
C -0.52 3.45 2.12 0.30
H 0.39 0.95 2.79 0.35
C -2.10 -4.31 -0.64 -1.05
H 1.48 4.61 -2.43 0.47
H -2.64 3.87 3.79 0.39
N -1.12 1.83 0.35 0.78
C -3.65 -3.39 -2.20 -0.62
H -5.87 -0.01 -2.84 0.44
H 0.89 -2.08 -0.62 0.09
H -5.62 -0.75 -1.25 0.37
S 3.78 -3.04 -0.37 0.50
C -0.93 2.60 3.31 0.44
H -3.47 -0.01 -2.35 -0.11
C -0.38 3.75 -1.74 1.89
H 6.55 -0.49 2.69 0.40
H 8.65 -2.62 3.69 0.32
C -2.40 2.81 3.68 -1.35
Mo -0.89 0.77 -1.31 -0.30
H -2.65 -1.20 -4.39 0.27
O 1.93 -3.20 0.80 -0.51
H -1.44 4.50 -3.48 0.46
C -1.28 4.78 -2.43 -1.63
C 0.98 3.64 -2.44 -1.58
H 1.64 2.93 -1.95 0.22
H -0.62 0.67 4.20 0.51
H -4.41 -3.54 -2.96 0.42
H -3.40 -5.49 -1.87 0.39
C 7.65 -2.51 4.12 -1.41
H -1.54 -1.76 2.20 0.55
H -0.92 2.79 -1.93 0.02
H -3.93 0.02 0.00 0.41
H -3.08 2.39 2.94 0.22
O -1.16 0.84 -3.24 -0.73
C -3.71 -1.10 -4.14 -1.64
H 1.92 -2.52 1.49 0.43
C -3.93 -0.96 -2.64 1.03
H 0.79 -3.86 -0.75 0.61
N -1.95 -0.59 -0.49 2.13
H 6.52 -4.76 3.12 0.43
H 4.92 -0.65 0.83 0.51
H -0.22 -0.93 1.37 0.32
C -0.14 0.41 -4.03 0.46
H -4.23 -1.97 -4.54 0.43
C 0.38 5.61 1.45 -1.47
H -2.25 4.84 -1.94 0.38
H -5.95 -1.76 -2.65 0.37
H 0.10 -2.14 2.63 0.66
C 6.17 -3.87 2.62 -0.77
H -1.64 -5.17 -0.17 0.49
C 6.17 -1.46 2.38 -0.65
H -4.09 -0.23 -4.66 0.43
N 0.65 0.22 -1.81 -0.41
C -3.08 -4.49 -1.60 -1.66
C -2.45 1.55 0.42 -0.26
C -3.28 -2.10 -1.87 0.93
C -0.53 -3.00 0.74 0.92
C -0.24 4.02 -0.25 0.84
C -0.54 -1.89 1.78 -2.28
H -3.17 2.32 0.70 0.90
```

Results
Calculated total energy: -62361.163 eV
Total charge: +2
Max |F|: 0.314 eV/Å
Energy relative to the best compared isomer or geometry (same formula, charge and spin): 0.0 kJ/mol
Multiplicity: 1
E_HOMO: -0.5049 Eh
Orbital gap: 6.3 eV